Formula: C69H51NO23
Source: the OMol25 dataset
Level of theory: ωB97M-V/def2-TZVPD

E_tot	-4444.79158	Ha
HOMO-LUMO gap	7.899	eV
SMILES	O=C1C=CC(=O)C=C1.O=C1C=CC(=O)C=C1.O=C1C=CC(=O)C=C1.O=C1C=CC(=O)C=C1.O=C1C=CC(=O)C=C1.O=C1C=CC(=O)C=C1.O=C1C=CC(=O)C=C1.O=C1C=CC(=O)C=C1.O=C1C=CC(=O)C=C1.O=C1C=CC(=O)C=C1.O=C1C=CC(=O)C=C1.CNC(C)=O

```
! RIJCOSX wB97M-V def2-TZVPD def2/J DEFGRID3
* xyz 0 1
O 11.7017 14.1724 16.8213
O 21.8320 18.7154 8.8433
O 17.6650 13.2291 14.3234
O 12.2363 20.8131 16.7068
O 8.7801 16.7235 16.2059
O 16.8142 18.2834 10.8032
O 22.4201 15.6372 19.0754
O 8.5077 10.2066 15.1550
O 15.2980 7.9298 14.8128
O 20.8750 15.1501 14.0682
O 17.4416 14.9062 7.9026
O 14.5943 10.8760 17.2309
O 11.0834 19.1048 19.7847
O 13.7808 12.0420 11.8182
O 14.4462 16.7284 16.7601
O 18.8144 17.8614 13.2416
O 14.6133 15.1565 19.4072
O 17.1631 11.3474 22.3154
O 18.0219 18.8055 17.0043
O 15.0446 14.6065 12.6267
O 18.3702 13.4397 17.5270
O 11.9435 17.7304 12.9790
O 19.6443 17.2954 21.8865
N 14.5035 10.3593 19.4453
C 11.8783 18.5258 16.2979
C 15.1876 15.8451 16.3561
C 16.4457 16.2812 15.6298
C 13.8196 16.1052 19.3473
C 11.0485 17.4961 16.3501
C 21.4607 14.3449 17.4293
C 18.6885 11.3221 20.4690
C 9.6041 13.5967 15.6775
C 13.5253 9.1371 13.9081
C 13.3567 18.4204 20.0008
C 15.3898 14.8610 9.0473
C 15.9476 9.9703 13.7039
C 19.3268 19.0580 20.3392
C 9.9473 20.0936 16.7687
C 21.6883 16.8375 17.1082
C 17.1475 15.4187 14.8878
C 18.2665 17.0270 18.5476
C 16.8483 14.7006 8.9620
C 20.2071 16.9307 11.5024
C 18.3129 18.4439 18.1653
C 11.8661 18.1605 19.9319
C 21.8702 15.6268 17.9939
C 21.2317 15.3068 15.2110
C 15.6987 18.1135 11.2894
C 9.1865 11.1715 15.5041
C 11.4662 16.7729 19.6957
C 9.6024 17.6697 16.3800
C 16.6819 12.8913 20.5862
C 13.0789 17.8648 12.4279
C 13.6318 11.4907 19.7074
C 19.7146 19.3968 11.6411
C 14.9732 8.8964 14.1741
C 18.1443 12.9076 18.6420
C 10.6891 10.9628 15.9368
C 15.8125 8.9328 17.9775
C 13.2066 10.2413 13.2302
C 19.0022 11.8499 19.2521
C 21.2502 14.1678 16.1161
C 15.6080 14.6759 11.5130
C 13.2484 17.8592 11.0184
C 8.7225 12.6059 15.4583
C 9.1457 19.0564 16.6705
C 14.2521 17.5246 19.6374
C 21.0537 18.4549 9.7532
C 12.3509 15.8558 19.3411
C 15.5098 18.1929 12.7624
C 14.9183 10.1490 18.1761
C 21.4958 16.6696 15.7800
C 14.4314 18.0148 10.4349
C 17.1149 14.5109 11.4309
C 15.5956 13.5045 15.5540
C 19.2804 17.6359 20.7380
C 20.8293 17.0511 10.3255
C 20.3132 19.5549 10.4688
C 16.8411 13.9892 14.8475
C 17.4846 11.8042 21.1983
C 16.9557 13.4637 19.3964
C 18.8030 16.6771 19.7454
C 14.8379 14.3400 16.3080
C 14.1299 11.2422 12.6869
C 14.8411 14.8908 10.2337
C 10.9761 13.3304 16.2822
C 17.6259 14.4543 10.2175
C 11.4572 11.9814 16.3408
C 18.9069 19.4473 19.1313
C 11.4053 19.9046 16.6361
C 19.4986 18.0423 12.2355
C 14.2740 18.1113 13.2668
C 15.5374 11.1145 13.1538
H 16.2375 11.8655 12.7865
H 8.0665 19.1501 16.7560
H 14.0205 12.3194 19.1300
H 21.4067 13.4654 18.0320
H 14.5589 17.9882 9.3453
H 16.9825 9.7050 13.9417
H 16.2512 8.6256 18.9413
H 12.7652 8.5514 14.4032
H 14.1809 18.0996 14.3276
H 13.7104 19.4324 20.1882
H 16.4032 14.3310 19.0759
H 12.5083 11.8224 16.5598
H 19.9061 11.5763 18.6865
H 12.9472 18.3079 16.2121
H 19.3320 10.6149 20.9691
H 20.1582 15.9815 12.0274
H 20.3787 20.5283 9.9883
H 10.9858 9.8955 15.9173
H 21.3741 16.2238 9.8548
H 10.3713 16.6893 19.6264
H 9.2545 14.5883 15.6037
H 9.6179 21.1001 16.9050
H 18.8997 15.6374 19.9744
H 21.7907 17.8242 17.5494
H 12.6020 11.3166 19.3701
H 16.5830 9.1416 17.2099
H 12.0886 14.8605 19.0347
H 20.9441 13.2545 15.6336
H 19.7000 19.8151 21.0262
H 16.4750 18.2403 13.3197
H 12.1793 10.4577 13.0669
H 14.6793 9.7106 20.1836
H 15.2107 8.1152 17.5118
H 13.7793 15.0342 10.3241
H 14.8068 14.8192 8.1419
H 15.3211 17.8079 19.5951
H 17.7752 14.3457 12.2675
H 16.7159 17.3179 15.5861
H 17.9196 16.2899 17.8106
H 21.3859 17.4564 14.9948
H 18.8630 20.4508 18.6818
H 19.2197 20.1928 12.1860
H 15.8464 13.2105 21.1614
H 17.9393 15.7840 14.2863
H 18.6525 14.2732 9.9912
H 11.3894 16.4500 16.2492
H 12.3612 17.7264 10.3557
H 7.7102 12.8169 15.1457
H 15.3513 12.4398 15.5863
H 13.5439 11.7761 20.7525
H 13.9393 13.9933 16.8189
*
```

=====

Formula: C69H66F10IrN4O3P3S2Te
Source: the OMol25 dataset
Level of theory: ωB97M-V/def2-TZVPD

E_tot	-6305.10944	Ha
HOMO-LUMO gap (spin up / spin down)	6.330 / 5.076	eV
<S²>	0.7555

```
! RIJCOSX wB97M-V def2-TZVPD def2/J DEFGRID3
* xyz -1 2
Ir -0.5101 1.2246 0.5570
Te 0.1754 3.1368 -2.7815
S -1.1579 4.7220 -0.3655
S 1.9947 1.2680 3.3534
P 0.0083 3.4327 0.6342
P -0.0303 -3.4650 1.5511
P 0.5499 -3.8736 4.5148
F -2.5554 2.5833 -1.7218
F -6.3271 0.1950 -3.1161
F 1.2963 -0.0685 -2.1062
F 6.2618 0.2997 -0.0513
F -4.2096 1.8510 -3.6381
F 5.8702 -0.7314 -2.5743
F 4.2385 0.9061 1.4959
F -4.9928 -0.1321 1.3419
F -6.6465 -0.7171 -0.5528
F 3.3302 -0.6961 -3.5636
O -1.1594 0.6703 -2.9904
O 1.4696 3.7691 -0.0016
O 0.1929 3.9829 2.1586
N -2.6066 1.5550 0.8507
N -0.9889 0.0515 -0.7953
N 1.5230 0.5662 0.6950
N -0.7570 1.0142 3.1707
C 3.7188 -5.9546 6.0242
C 3.9322 0.4563 0.2588
C 0.3130 1.5155 4.0206
C 1.7296 0.0262 2.0067
C -3.4898 -3.2580 -1.6632
C 1.5186 -5.0859 5.4998
C -1.9562 1.8601 3.1892
C 5.0225 0.1523 -0.5446
C -2.1693 -1.8354 -3.6416
C -2.8909 -2.9726 -3.9719
C -2.7452 -2.1353 -1.3289
C -1.0441 2.9539 -5.5850
C 2.7185 6.6648 -3.6121
C -2.0479 -3.4211 5.3703
C -2.9818 4.1906 -6.3588
C 0.8595 -3.2992 -1.1095
C -1.6702 -5.6626 4.6117
C 2.5939 -3.3681 0.5437
C 0.3312 6.5692 -2.9654
C -1.1929 3.5690 -4.3402
C 5.1377 6.9992 -4.2364
C -1.9523 3.2907 -6.5861
C 1.8153 -3.1363 -2.1001
C -0.4772 5.1209 2.7084
C -1.0490 -5.6685 0.0203
C 2.4834 0.0126 -1.5121
C -5.6197 0.0959 -0.8552
C 0.9935 -5.8712 6.5230
C 3.8270 3.8039 -0.2949
C -3.3800 -3.7275 5.6228
C 4.8343 -0.3225 -1.8204
C -2.2420 4.4458 -4.0965
C 3.1646 -2.9591 -1.7692
C 0.7690 -4.5829 2.8227
C 3.1569 2.4461 -4.1127
C -2.0398 -6.5893 -0.2833
C -1.1799 -4.3794 4.8552
C 1.2349 -3.4348 0.2305
C -4.7203 0.4425 0.1399
C 2.8973 -5.1271 5.2771
C -2.9943 1.3286 2.2302
C -1.0928 -0.3654 3.5456
C 0.0407 1.9519 -5.8594
C -3.5729 1.2442 -0.0717
C 1.8164 -6.6983 7.2776
C -1.3584 -0.1261 -2.0234
C -4.3836 1.3632 -2.4059
C 0.2531 6.4118 2.3961
C 3.5441 -3.1928 -0.4454
C 2.5799 0.3804 -0.1553
C -3.2784 -6.5169 0.3423
C -3.8545 -5.0042 5.3670
C 3.5242 -0.5636 -2.2270
C 2.9295 3.9164 -3.8910
C -3.5271 -5.5091 1.2611
C -3.5601 -3.6822 -2.9829
C -2.0871 -1.4125 -2.3187
C 4.0169 4.7512 -4.1426
C -5.4615 0.5373 -2.1477
C -3.5119 1.7149 -1.3986
C 3.9399 6.1232 -3.9869
C -2.9952 -5.9745 4.8642
C 3.1784 -6.7490 7.0275
C 2.7082 3.6862 0.7139
C -2.5413 -4.5738 1.5459
C 1.6019 5.8742 -3.3610
C -3.1361 4.7635 -5.1071
C 1.7137 4.4775 -3.4749
C -1.2902 -4.6474 0.9371
H 2.7525 2.7519 1.2653
H -3.3623 -6.9722 4.6592
H 2.9324 -3.4573 1.5691
H -4.8937 -5.2446 5.5536
H 4.9769 8.0051 -3.8490
H -2.4032 1.8810 4.1988
H 2.7464 4.5030 1.4402
H 0.1879 2.5855 4.1720
H -1.0111 -6.4285 4.2195
H 3.8918 -3.2481 -2.5240
H -3.6739 4.4299 -7.1569
H -2.6822 -1.7969 -0.3008
H -0.4895 4.9504 3.7882
H -1.6651 2.8714 2.9278
H 5.3474 7.0820 -5.3054
H 0.1854 6.5241 -1.8850
H -1.8420 -7.3717 -1.0055
H 3.4800 2.2670 -5.1406
H -4.0436 -2.9678 6.0158
H -4.0460 -7.2455 0.1122
H -0.0671 -5.8409 6.7372
H -4.4903 -5.4403 1.7515
H 4.7838 -5.9724 5.8301
H -4.1421 -4.5593 -3.2401
H 0.1154 1.2366 -5.0368
H 0.1222 6.6863 1.3510
H 0.2790 1.0172 4.9954
H -4.0300 -3.7939 -0.8944
H -0.1884 -3.3404 -1.3869
H 3.7352 4.7245 -0.8749
H -0.1285 7.2156 3.0299
H 1.8383 -4.6741 2.6387
H 1.3862 -7.3056 8.0644
H -2.7451 -3.7777 2.2551
H -0.5390 6.1090 -3.4268
H 1.4959 -3.0266 -3.1296
H 3.8045 2.9621 -0.9886
H -1.6693 -1.2421 -4.3962
H -2.3743 4.8637 -3.1065
H -3.9390 1.8364 2.4600
H -0.0820 -5.7431 -0.4616
H -1.8723 -0.3677 4.3198
H 4.5918 -3.1408 -0.1710
H 3.8175 -7.3980 7.6125
H 0.3335 -5.5796 2.7443
H 4.7912 3.7999 0.2180
H 6.0289 6.5879 -3.7603
H -0.2125 -0.8666 3.9446
H 1.3194 6.2916 2.5952
H 4.9530 4.2991 -4.4581
H -3.9548 5.4435 -4.9088
H -3.1531 0.2710 2.4559
H 0.8681 -0.5709 2.2874
H 2.6258 7.7408 -3.5031
H -1.5087 5.1493 2.3499
H 3.3380 -4.4953 4.5129
H -2.9500 -3.2948 -5.0048
H -1.8537 2.8206 -7.5581
H 3.9486 2.0782 -3.4565
H 2.6018 -0.6267 2.0617
H 1.0088 2.4456 -5.9823
H -1.6774 -2.4215 5.5627
H 0.3644 7.6154 -3.2717
H -0.1727 1.3978 -6.7738
H 2.2763 1.8326 -3.9420
H -1.4393 -0.9423 2.6898
*
```